Entry 1:
Molecular formula: C25H60FN3O2
Method: DFT, the ωB97M-V functional and the def2-TZVPD basis

As for the SMILES: CC[C@H](F)[C@@H](COC)OC.CCN(CC)CC.CCN(CC)CC.CCN(CC)CC. The value obtained for the gap between HOMO and LUMO is 8.6 eV. As for the charge: 0. Its LUMO energy is 0.022 hartree. The value obtained for the strongest force on any atom is 2.5 eV/Å. The total energy is -1403.0377 Eh.

Atoms and positions in Å:
C 0.054 -1.209 2.600
C 0.239 -0.818 1.104
C 1.674 -0.366 0.734
F 1.648 0.326 -0.474
C 2.685 -1.571 0.700
C 2.630 -2.124 -0.751
O 2.913 -3.511 -0.895
C 3.861 -3.983 0.045
O 3.970 -1.021 0.953
C 4.417 -1.236 2.287
H -0.073 -0.319 3.253
H 0.896 -1.788 3.027
H -0.893 -1.777 2.704
H -0.529 -0.065 0.852
H 0.017 -1.722 0.493
H 1.987 0.378 1.497
H 2.325 -2.282 1.462
H 1.582 -1.989 -1.095
H 3.234 -1.481 -1.426
H 4.186 -4.987 -0.301
H 4.773 -3.360 0.113
H 3.400 -4.157 1.044
H 5.275 -1.936 2.271
H 4.774 -0.275 2.715
H 3.643 -1.630 2.972
C -4.606 -6.556 5.729
C -3.136 -6.355 5.384
N -2.920 -5.451 4.266
C -1.551 -5.470 3.771
C -0.443 -4.980 4.708
C -3.524 -4.133 4.389
C -3.122 -3.270 5.588
H -5.170 -6.902 4.861
H -4.700 -7.311 6.512
H -5.069 -5.641 6.103
H -2.729 -7.335 5.121
H -2.604 -6.029 6.289
H -1.503 -4.900 2.838
H -1.316 -6.499 3.481
H -0.440 -3.893 4.790
H 0.530 -5.269 4.305
H -0.522 -5.408 5.707
H -4.610 -4.257 4.409
H -3.336 -3.570 3.470
H -3.096 -3.835 6.521
H -3.851 -2.465 5.719
H -2.153 -2.795 5.443
C 3.046 -0.087 -3.998
C 2.890 0.917 -5.132
N 1.646 1.667 -5.069
C 1.373 2.425 -6.281
C 2.332 3.561 -6.649
C 1.391 2.368 -3.817
C 2.419 3.401 -3.350
H 2.197 -0.773 -3.961
H 3.950 -0.681 -4.149
H 3.139 0.405 -3.027
H 2.908 0.354 -6.070
H 3.771 1.573 -5.146
H 0.356 2.825 -6.228
H 1.351 1.718 -7.117
H 2.177 4.438 -6.022
H 2.148 3.874 -7.680
H 3.378 3.260 -6.582
H 1.278 1.621 -3.026
H 0.409 2.848 -3.875
H 3.446 3.048 -3.460
H 2.264 3.616 -2.290
H 2.318 4.347 -3.882
C -1.545 2.722 -0.360
C -1.653 3.701 -1.521
N -2.874 4.489 -1.507
C -3.096 5.220 -2.747
C -2.094 6.315 -3.125
C -3.135 5.233 -0.284
C -2.085 6.248 0.175
H -2.411 2.057 -0.323
H -0.653 2.103 -0.484
H -1.456 3.232 0.601
H -1.630 3.112 -2.443
H -0.753 4.332 -1.533
H -4.101 5.652 -2.729
H -3.121 4.489 -3.563
H -2.236 7.214 -2.526
H -2.245 6.603 -4.168
H -1.060 5.984 -3.024
H -3.289 4.514 0.525
H -4.099 5.741 -0.378
H -1.067 5.861 0.098
H -2.255 6.501 1.224
H -2.144 7.180 -0.386


Entry 2:
Molecular formula: C25H60InN7O10P
Method: DFT, the ωB97M-V functional and the def2-TZVPD basis

The energy relative to the best compared isomer or geometry (same formula, charge and spin) is 4.9 kcal per mole. The value obtained for the gap between HOMO and LUMO is 6.2 eV. As for the charge: -1. Its LUMO energy is 0.067 hartree. The value obtained for the strongest force on any atom is 1.3 eV/Å. The total energy is -2655.8859 Eh.

Atoms and positions in Å:
C -2.689 -6.074 -1.851
C -2.634 -4.656 -1.270
C -3.787 -3.805 -1.776
C -3.726 -2.296 -1.487
C -4.481 -1.888 -0.224
In -1.685 -1.415 -1.401
C -1.616 0.671 -0.571
C -0.735 0.877 0.628
O -0.533 1.938 1.193
O -0.018 -0.210 1.076
P -0.613 -1.664 -3.728
N -1.493 -1.275 -4.958
O 0.846 -0.887 -3.835
O -0.187 -3.234 -3.888
H -1.831 -6.620 -1.475
H -2.545 -6.009 -2.925
H -3.617 -6.579 -1.607
H -2.740 -4.760 -0.194
H -1.667 -4.255 -1.538
H -4.692 -4.192 -1.293
H -3.946 -3.953 -2.840
H -4.242 -1.805 -2.308
H -5.471 -2.342 -0.162
H -4.652 -0.814 -0.272
H -3.915 -2.055 0.689
H -0.705 -2.470 -0.324
H -2.613 0.965 -0.256
H -1.290 1.374 -1.324
H -0.620 -0.917 1.319
H -2.380 -0.908 -4.648
H 1.429 -1.283 -3.183
H 0.086 -3.527 -3.003
C 1.232 -6.086 -0.060
C 1.251 -5.903 -1.557
O 1.176 -4.801 -2.075
N 1.339 -7.016 -2.328
C 1.414 -8.397 -1.899
H 1.150 -5.105 0.400
H 0.375 -6.693 0.234
H 2.153 -6.563 0.281
H 1.339 -6.819 -3.316
H 2.338 -8.854 -2.265
H 0.567 -8.958 -2.294
H 1.393 -8.464 -0.818
C -0.805 4.489 -0.374
C -1.741 5.549 -0.906
O -2.684 5.317 -1.644
N -1.481 6.835 -0.514
C -0.407 7.279 0.356
H -1.091 3.526 -0.748
H 0.214 4.702 -0.701
H -0.845 4.470 0.714
H -2.121 7.516 -0.887
H -0.823 7.768 1.242
H 0.232 7.990 -0.167
H 0.200 6.442 0.668
C -3.012 -9.274 0.101
C -1.616 -8.882 0.520
O -0.810 -8.431 -0.274
N -1.284 -9.045 1.830
C -2.109 -9.555 2.907
H -3.117 -9.080 -0.961
H -3.188 -10.335 0.289
H -3.755 -8.684 0.640
H -0.342 -8.761 2.045
H -2.217 -8.800 3.688
H -1.648 -10.443 3.346
H -3.095 -9.820 2.543
C 3.544 4.766 0.473
C 3.335 6.167 0.998
O 2.645 6.981 0.406
N 3.939 6.493 2.172
C 4.782 5.662 3.014
H 2.998 4.662 -0.459
H 4.602 4.579 0.286
H 3.167 4.027 1.181
H 3.754 7.437 2.469
H 4.336 5.568 4.005
H 5.765 6.122 3.123
H 4.903 4.673 2.587
C -0.083 5.089 -4.440
C -0.066 3.601 -4.163
O -0.485 3.132 -3.120
N 0.425 2.783 -5.128
C 0.953 3.145 -6.423
H -0.512 5.595 -3.580
H 0.929 5.463 -4.605
H -0.695 5.310 -5.315
H 0.392 1.800 -4.879
H 0.365 2.671 -7.212
H 1.988 2.806 -6.517
H 0.926 4.221 -6.567
C 3.357 7.999 6.426
C 4.197 6.924 7.077
O 5.312 6.642 6.672
N 3.658 6.270 8.140
C 2.356 6.466 8.750
H 3.921 8.422 5.601
H 2.426 7.582 6.040
H 3.126 8.793 7.137
H 4.265 5.565 8.527
H 2.472 6.747 9.798
H 1.777 5.543 8.702
H 1.806 7.248 8.240


Entry 3:
Molecular formula: C25H60N7O19
Method: DFT, the ωB97M-V functional and the def2-TZVPD basis

The energy relative to the best compared isomer or geometry (same formula, charge and spin) is 48.3 kcal per mole. The value obtained for the gap between HOMO and LUMO is 4.5 eV. As for the charge: +3. Its LUMO energy is -0.279 hartree. The value obtained for the strongest force on any atom is 3.8 eV/Å. The total energy is -2800.4387 Eh.

Atoms and positions in Å:
C -1.370 0.484 -1.048
C 0.032 0.836 -0.647
O 0.821 1.468 -1.287
N 0.356 0.288 0.694
H 0.023 0.952 1.417
H -0.244 -0.528 0.928
C 1.824 0.040 0.932
H -1.579 -0.574 -1.193
H -1.621 1.128 -1.893
H -1.984 0.809 -0.201
H 2.281 1.028 0.899
H 2.192 -0.642 0.170
H 1.892 -0.434 1.908
C -3.825 1.307 3.947
C -3.580 0.366 5.067
O -2.564 -0.178 5.291
N -4.825 -0.097 5.809
H -4.575 -0.188 6.797
H -5.568 0.597 5.744
C -5.325 -1.444 5.308
H -4.444 0.809 3.191
H -2.958 1.546 3.336
H -4.293 2.199 4.373
H -5.663 -1.265 4.295
H -6.118 -1.685 6.015
H -4.573 -2.221 5.408
C -3.391 -2.736 -3.381
C -2.691 -1.682 -4.186
O -3.092 -0.570 -4.322
N -1.515 -2.211 -4.958
H -1.236 -3.080 -4.469
H -1.728 -2.433 -5.932
C -0.309 -1.338 -4.862
H -3.679 -3.558 -4.036
H -4.300 -2.249 -3.031
H -2.833 -2.985 -2.474
H -0.032 -1.229 -3.811
H -0.378 -0.316 -5.229
H 0.497 -1.848 -5.381
C 5.586 -3.947 4.380
C 5.096 -2.549 4.572
O 4.860 -2.089 5.631
N 5.025 -1.729 3.312
H 5.951 -1.723 2.885
H 4.411 -2.124 2.568
C 4.535 -0.337 3.593
H 6.367 -3.893 3.610
H 4.835 -4.641 3.991
H 6.052 -4.347 5.274
H 4.462 0.264 2.689
H 5.164 0.179 4.312
H 3.547 -0.501 4.020
C -7.020 2.878 -0.064
C -6.764 2.570 -1.511
O -6.888 3.296 -2.421
N -6.269 1.134 -1.779
H -6.598 0.426 -1.121
H -6.723 0.895 -2.667
C -4.768 1.069 -1.934
H -6.084 2.828 0.499
H -7.802 2.270 0.394
H -7.364 3.903 0.072
H -4.540 0.177 -2.511
H -4.391 0.979 -0.918
H -4.404 1.942 -2.467
C 0.241 3.912 -3.445
C 1.401 3.410 -4.247
O 1.542 2.343 -4.715
N 2.544 4.430 -4.328
H 2.439 5.237 -3.714
H 3.406 3.951 -4.059
C 2.852 4.840 -5.767
H -0.040 4.948 -3.653
H 0.456 3.794 -2.382
H -0.641 3.365 -3.770
H 2.097 5.577 -6.029
H 2.891 3.945 -6.379
H 3.809 5.358 -5.779
C 4.307 -0.224 -2.021
C 5.236 -0.326 -0.831
O 5.289 -1.238 -0.096
N 6.230 0.844 -0.671
H 6.585 0.993 -1.615
H 5.583 1.591 -0.412
C 7.289 0.620 0.404
H 3.763 -1.162 -2.115
H 4.940 -0.088 -2.900
H 3.610 0.589 -1.795
H 7.594 1.647 0.600
H 8.093 -0.016 0.058
H 6.772 0.285 1.295
O -3.668 -0.861 0.668
C -2.800 -1.540 1.521
O -1.641 -1.808 1.169
O -3.256 -1.794 2.658
H -4.464 -0.789 1.208
O -0.793 -4.020 -0.804
C -0.120 -3.355 -1.774
O 0.485 -2.287 -1.467
O -0.163 -3.832 -2.931
H -0.719 -3.437 -0.031
O 1.597 -4.239 0.789
C 2.647 -3.932 1.590
O 3.081 -2.737 1.582
O 3.200 -4.866 2.172
H 1.223 -3.395 0.503
O -0.214 2.180 2.715
C 0.356 1.449 3.761
O 0.362 0.214 3.595
O 0.840 2.072 4.714
H -0.144 3.056 3.133


Entry 4:
Molecular formula: C25H61BBrCl4FLiN8O10P2S
Method: DFT, the ωB97M-V functional and the def2-TZVPD basis

The value obtained for the gap between HOMO and LUMO is 1.4 eV. As for the charge: -1. Its LUMO energy is -0.031 hartree. The value obtained for the strongest force on any atom is 6.9 eV/Å. The total energy is -7807.2995 Eh.

Atoms and positions in Å:
C -3.127 -0.236 0.507
C -2.076 0.255 -0.636
O -2.580 1.374 -1.439
B -2.125 1.279 -2.842
O -3.002 0.461 -3.702
C -0.805 2.043 -3.447
N -1.380 2.923 -4.510
N -0.343 3.014 -2.354
C 1.087 3.453 -2.687
P 2.280 3.864 -1.260
O 1.820 2.890 0.085
Br 4.430 3.251 -1.765
C 1.590 2.430 -3.862
C 0.553 1.170 -3.791
C 0.838 -0.039 -2.755
C 2.350 -0.584 -2.746
C 2.577 -2.217 -2.822
N 3.454 0.144 -2.647
P 0.583 0.422 -5.580
N -0.789 -0.670 -5.836
O 0.351 1.684 -6.757
H -2.557 -0.395 1.505
H -3.526 -1.286 0.197
H -4.010 0.488 0.668
H -1.097 0.638 -0.129
H -1.846 -0.624 -1.357
H -3.736 1.110 -3.938
H -0.720 3.643 -4.843
H -1.817 2.395 -5.279
H -0.977 3.846 -2.376
H -0.234 2.513 -1.450
H 0.897 4.513 -3.139
H 2.480 3.098 0.807
H 2.714 2.227 -3.983
H 1.362 3.070 -4.812
H 0.566 0.298 -1.687
H 0.166 -0.940 -3.112
H 2.747 -2.577 -3.904
H 3.581 -2.419 -2.261
H 1.765 -2.796 -2.246
H 4.308 -0.454 -2.664
H -1.672 -0.130 -5.848
H -0.811 -1.456 -5.169
H -0.553 1.636 -7.156
C 5.404 -4.549 2.348
C 4.519 -3.563 3.097
C 3.096 -3.482 2.541
C 2.984 -2.991 1.095
C 3.591 -1.612 0.823
C 2.916 -0.493 1.603
H 5.539 -4.258 1.303
H 6.394 -4.593 2.809
H 4.975 -5.555 2.374
H 4.988 -2.574 3.095
H 4.464 -3.873 4.146
H 2.501 -2.834 3.193
H 2.634 -4.474 2.604
H 1.923 -2.971 0.818
H 3.455 -3.719 0.424
H 3.494 -1.395 -0.247
H 4.664 -1.615 1.039
H 1.848 -0.445 1.369
H 3.363 0.471 1.342
H 3.028 -0.628 2.681
F -0.370 -1.148 -1.177
C -6.017 -3.245 2.308
C -4.561 -2.915 2.492
N -3.403 -2.654 2.638
H -6.494 -2.488 1.682
H -6.119 -4.220 1.827
H -6.517 -3.273 3.278
Li -1.531 -1.894 -2.632
C -5.974 2.699 -2.751
O -5.117 2.142 -3.421
N -6.808 2.080 -1.868
C -7.801 2.810 -1.108
C -6.698 0.645 -1.685
H -6.140 3.786 -2.814
H -7.602 2.675 -0.041
H -8.792 2.417 -1.348
H -7.772 3.876 -1.345
H -5.686 0.406 -1.343
H -6.871 0.147 -2.644
H -7.425 0.295 -0.952
C -0.339 -4.902 4.607
O 0.209 -5.979 4.785
N -1.375 -4.739 3.755
N 0.046 -3.772 5.250
H -1.837 -3.861 3.596
H -1.693 -5.557 3.256
H 0.816 -3.850 5.896
H -0.391 -2.877 5.118
C -9.548 -1.554 -2.963
Cl -9.549 -1.271 -1.215
Cl -7.896 -1.510 -3.604
Cl -10.319 -3.101 -3.340
H -10.121 -0.759 -3.439
O 7.535 4.361 2.171
S 6.189 3.999 2.544
O 5.064 4.862 2.279
O 6.168 3.575 4.102
C 6.691 4.491 5.072
C 5.714 5.616 5.362
C 5.829 2.397 1.876
H 7.662 4.883 4.750
H 6.861 3.921 5.986
H 5.595 6.266 4.482
H 6.064 6.230 6.186
H 4.728 5.222 5.605
H 6.649 1.721 2.113
H 5.729 2.503 0.795
H 4.892 2.039 2.303
Cl 5.539 4.939 7.531
O -3.266 -7.000 5.420
H -2.442 -6.589 5.188


HOMO level values (in eV) by entry order: -7.961; -4.373; -12.114; -2.220.